Entry 1:
{
  "formula": "C24H55BClN7O7",
  "method": "ωB97M-V with the def2-TZVPD basis set",
  "smiles": "CCN(CCBCl)C(C)=O.CN(C)C=O.CN(C)C=O.CN(C)C=O.CN(C)C=O.CN(C)C=O.CN(C)C=O",
  "e_homo_ev": -8.6,
  "homo_lumo_gap_ha": 0.3398,
  "e_lumo_ev": 0.64,
  "species": ["C", "C", "N", "C", "C", "B", "Cl", "C", "C", "O", "H", "H", "H", "H", "H", "H", "H", "H", "H", "H", "H", "H", "H", "C", "O", "N", "C", "C", "H", "H", "H", "H", "H", "H", "H", "C", "O", "N", "C", "C", "H", "H", "H", "H", "H", "H", "H", "C", "O", "N", "C", "C", "H", "H", "H", "H", "H", "H", "H", "C", "O", "N", "C", "C", "H", "H", "H", "H", "H", "H", "H", "C", "O", "N", "C", "C", "H", "H", "H", "H", "H", "H", "H", "C", "O", "N", "C", "C", "H", "H", "H", "H", "H", "H", "H"],
  "xyz": [[-1.408, 1.408, -5.998], [0.119, 1.448, -5.872], [0.525, 1.646, -4.463], [1.504, 2.708, -4.235], [0.947, 3.795, -3.257], [1.883, 3.968, -2.028], [1.311, 3.727, -0.373], [0.924, 0.421, -3.829], [-0.141, -0.200, -2.964], [2.045, -0.071, -3.967], [-1.802, 2.194, -5.365], [-1.750, 0.473, -5.572], [-1.743, 1.519, -7.017], [0.499, 0.482, -6.204], [0.541, 2.222, -6.498], [2.414, 2.303, -3.802], [1.789, 3.186, -5.163], [0.893, 4.754, -3.771], [-0.058, 3.508, -2.971], [3.021, 4.251, -2.193], [-0.821, -0.733, -3.623], [-0.720, 0.595, -2.514], [0.289, -0.857, -2.225], [3.418, -0.443, 1.348], [2.222, -0.561, 1.547], [3.968, -0.188, 0.152], [5.400, -0.059, -0.029], [3.091, -0.036, -0.998], [4.162, -0.542, 2.156], [5.644, 0.933, -0.415], [5.762, -0.810, -0.734], [5.906, -0.199, 0.923], [2.396, 0.789, -0.828], [2.511, -0.947, -1.145], [3.679, 0.160, -1.890], [-1.780, -2.367, 4.716], [-2.884, -2.863, 4.889], [-0.924, -2.723, 3.755], [0.383, -2.101, 3.602], [-1.311, -3.778, 2.833], [-1.389, -1.566, 5.367], [0.473, -1.638, 2.625], [1.164, -2.857, 3.708], [0.522, -1.338, 4.365], [-2.218, -3.493, 2.297], [-1.513, -4.695, 3.382], [-0.506, -3.957, 2.129], [5.193, 6.604, -1.753], [4.938, 5.444, -2.005], [4.778, 7.253, -0.650], [5.122, 8.637, -0.396], [3.958, 6.533, 0.314], [5.801, 7.236, -2.424], [5.683, 8.724, 0.537], [4.218, 9.245, -0.320], [5.734, 9.021, -1.209], [4.497, 5.663, 0.689], [3.041, 6.183, -0.157], [3.711, 7.191, 1.143], [1.335, -7.069, 3.218], [0.911, -6.052, 2.704], [0.630, -7.850, 4.054], [1.185, -9.055, 4.637], [-0.733, -7.464, 4.382], [2.359, -7.440, 3.037], [0.594, -9.925, 4.346], [1.190, -8.982, 5.726], [2.207, -9.195, 4.292], [-1.339, -7.414, 3.476], [-0.745, -6.481, 4.852], [-1.161, -8.194, 5.063], [-3.437, -3.558, 10.300], [-2.484, -4.308, 10.383], [-3.836, -2.946, 9.173], [-4.982, -2.062, 9.145], [-3.095, -3.177, 7.940], [-4.069, -3.313, 11.172], [-5.736, -2.440, 8.450], [-4.683, -1.062, 8.826], [-5.423, -1.996, 10.138], [-3.105, -4.238, 7.694], [-2.056, -2.870, 8.071], [-3.539, -2.620, 7.126], [-5.140, 2.150, -7.206], [-4.262, 1.321, -7.081], [-5.409, 2.811, -8.348], [-6.470, 3.793, -8.441], [-4.601, 2.521, -9.521], [-5.805, 2.438, -6.374], [-7.204, 3.490, -9.191], [-6.063, 4.767, -8.720], [-6.970, 3.886, -7.480], [-4.685, 1.467, -9.786], [-3.552, 2.737, -9.320], [-4.942, 3.132, -10.353]]
}

Entry 2:
{
  "formula": "C24H56Ca2F6N5O12S2",
  "method": "ωB97M-V with the def2-TZVPD basis set",
  "e_above_lowest_kj_mol": 1303.3,
  "total_charge": 1,
  "e_homo_ev": -8.2,
  "homo_lumo_gap_ha": 0.1119,
  "e_lumo_ev": -5.18,
  "species": ["Ca", "Ca", "O", "C", "C", "O", "H", "H", "H", "H", "C", "F", "F", "F", "S", "O", "O", "N", "S", "O", "O", "C", "F", "F", "F", "C", "O", "C", "C", "N", "C", "C", "O", "C", "H", "H", "H", "H", "H", "H", "H", "H", "H", "H", "H", "H", "H", "H", "H", "C", "O", "C", "C", "N", "C", "C", "O", "C", "H", "H", "H", "H", "H", "H", "H", "H", "H", "H", "H", "H", "H", "H", "H", "C", "C", "C", "O", "C", "N", "H", "H", "H", "H", "H", "H", "H", "H", "H", "H", "H", "C", "C", "C", "O", "C", "N", "H", "H", "H", "H", "H", "H", "H", "H", "H", "H", "H"],
  "xyz": [[2.840, 2.373, -3.691], [-0.953, 3.683, 2.063], [1.159, 1.757, -0.613], [1.293, 0.334, -0.373], [0.830, -0.727, -1.463], [1.500, -0.592, -2.701], [0.862, 0.180, 0.616], [2.363, 0.296, -0.167], [-0.244, -0.660, -1.641], [0.978, -1.783, -1.240], [-3.742, -1.309, 1.752], [-3.063, -1.272, 0.608], [-4.745, -2.248, 1.631], [-2.997, -1.716, 2.781], [-4.625, 0.428, 2.091], [-6.109, 0.126, 1.895], [-4.279, 0.658, 3.514], [-3.739, 1.609, 1.053], [-4.842, 1.691, -0.067], [-5.317, 0.517, -0.686], [-5.880, 2.707, 0.311], [-3.795, 2.529, -1.519], [-2.967, 3.406, -0.957], [-3.242, 1.503, -2.150], [-4.602, 3.168, -2.277], [4.112, 0.874, 5.802], [2.866, 1.371, 5.341], [1.757, 0.882, 6.100], [0.338, 1.187, 5.572], [0.438, 2.634, 5.199], [0.055, 3.693, 6.293], [-1.491, 3.800, 6.355], [-1.982, 4.209, 5.089], [-3.431, 4.338, 5.171], [4.887, 1.190, 5.104], [4.200, -0.209, 5.715], [4.265, 1.184, 6.836], [1.829, 1.238, 7.128], [1.916, -0.194, 6.180], [-0.441, 1.056, 6.322], [-0.022, 0.704, 4.664], [1.443, 2.699, 5.269], [0.469, 4.648, 5.969], [0.585, 3.508, 7.227], [-1.838, 4.491, 7.123], [-1.902, 2.828, 6.627], [-4.147, 3.583, 5.497], [-3.799, 4.313, 4.145], [-3.832, 5.213, 5.682], [5.883, 1.449, -2.713], [5.234, 2.625, -3.085], [5.913, 3.841, -2.657], [5.424, 5.054, -3.451], [3.968, 5.088, -3.415], [3.327, 5.970, -4.316], [1.765, 5.823, -4.242], [1.407, 4.460, -4.704], [0.201, 4.501, -5.511], [6.789, 1.377, -3.315], [5.223, 0.637, -3.016], [6.214, 1.447, -1.675], [6.953, 3.653, -2.924], [5.878, 3.952, -1.573], [5.722, 4.908, -4.489], [5.833, 6.009, -3.123], [3.688, 5.555, -2.564], [3.694, 5.602, -5.274], [3.559, 7.033, -4.253], [1.236, 6.733, -4.522], [1.553, 5.824, -3.173], [-0.400, 3.598, -5.620], [0.365, 4.834, -6.535], [-0.502, 5.252, -5.150], [-4.359, -4.743, -3.304], [-4.379, -4.572, -4.807], [-5.826, -4.808, -5.419], [-6.119, -6.218, -5.207], [-7.249, -6.524, -6.089], [-3.821, -3.316, -5.099], [-5.117, -4.058, -2.924], [-3.434, -4.402, -2.839], [-4.527, -5.752, -2.928], [-3.703, -5.294, -5.264], [-5.633, -4.526, -6.454], [-6.492, -4.112, -4.910], [-6.892, -6.610, -7.115], [-8.095, -5.904, -5.792], [-7.443, -7.589, -5.962], [-3.512, -2.768, -4.309], [-2.947, -3.525, -5.561], [2.499, -5.950, 0.383], [3.040, -5.165, 1.622], [3.584, -6.101, 2.679], [2.643, -7.020, 3.198], [1.738, -6.364, 4.172], [4.076, -4.292, 1.125], [3.252, -6.630, -0.018], [2.217, -5.361, -0.490], [1.656, -6.604, 0.605], [2.273, -4.470, 1.963], [4.011, -5.637, 3.568], [4.318, -6.733, 2.178], [1.222, -5.483, 3.791], [2.185, -6.085, 5.126], [0.973, -7.101, 4.414], [3.885, -4.000, 0.177], [4.096, -3.407, 1.610]]
}

Entry 3:
{
  "formula": "C24H56N2O6V",
  "method": "ωB97M-V with the def2-TZVPD basis set",
  "e_homo_ev": [-5.7, -5.8],
  "homo_lumo_gap_ha": [0.2208, 0.2229],
  "multiplicity": 4,
  "e_lumo_ev": [0.29, 0.29],
  "species": ["V", "C", "C", "C", "C", "C", "C", "N", "O", "C", "C", "C", "H", "H", "H", "H", "H", "H", "H", "H", "H", "H", "H", "H", "H", "H", "H", "H", "H", "H", "C", "C", "C", "C", "C", "C", "N", "O", "C", "C", "C", "H", "H", "H", "H", "H", "H", "H", "H", "H", "H", "H", "H", "H", "H", "H", "H", "H", "H", "C", "C", "C", "O", "H", "H", "H", "H", "H", "H", "H", "H", "C", "O", "H", "H", "H", "H", "C", "O", "H", "H", "H", "H", "C", "O", "H", "H", "H", "H"],
  "xyz": [[0.153, 0.369, 0.249], [0.823, -4.490, 1.420], [1.189, -3.485, 2.606], [2.003, -4.203, 3.674], [3.435, -4.567, 3.184], [4.151, -3.297, 2.894], [3.482, -2.393, 1.825], [2.003, -2.301, 2.156], [1.275, -1.385, 1.308], [3.809, -2.996, 0.431], [4.232, -1.034, 1.968], [-0.098, -3.014, 3.345], [0.592, -5.514, 1.712], [1.652, -4.699, 0.744], [0.113, -4.029, 0.734], [1.456, -5.038, 4.111], [2.160, -3.479, 4.473], [3.465, -5.190, 2.290], [3.923, -4.963, 4.074], [5.089, -3.603, 2.431], [4.477, -2.763, 3.787], [4.888, -2.999, 0.276], [3.371, -2.399, -0.369], [3.593, -4.037, 0.191], [3.887, -0.369, 1.178], [5.318, -1.124, 1.923], [4.068, -0.648, 2.974], [0.066, -2.285, 4.139], [-0.542, -3.922, 3.753], [-0.816, -2.740, 2.572], [-2.548, 0.623, -2.827], [-2.368, 2.175, -2.711], [-3.547, 2.907, -3.451], [-3.934, 4.421, -3.087], [-4.080, 4.452, -1.540], [-2.755, 3.984, -0.816], [-2.302, 2.621, -1.309], [-1.142, 2.072, -0.595], [-3.072, 3.899, 0.722], [-1.720, 5.010, -0.919], [-1.076, 2.588, -3.457], [-3.577, 0.404, -2.540], [-1.900, 0.084, -2.137], [-2.330, 0.195, -3.806], [-4.394, 2.245, -3.634], [-3.354, 2.955, -4.522], [-4.892, 4.562, -3.589], [-3.363, 5.168, -3.639], [-4.835, 3.736, -1.214], [-4.318, 5.487, -1.296], [-3.609, 4.753, 1.135], [-2.257, 3.682, 1.412], [-3.813, 3.111, 0.858], [-1.309, 4.978, -1.928], [-0.880, 4.796, -0.259], [-2.135, 5.992, -0.691], [-1.069, 2.182, -4.468], [-0.174, 2.152, -3.027], [-0.945, 3.659, -3.614], [2.060, -0.758, -3.739], [0.903, -1.052, -2.711], [0.825, -2.534, -2.235], [1.328, -0.243, -1.629], [2.022, -1.316, -4.675], [3.080, -0.997, -3.438], [1.971, 0.260, -4.118], [-0.087, -0.757, -3.059], [0.489, -3.056, -3.130], [0.075, -2.719, -1.466], [1.786, -2.971, -1.963], [2.286, -0.282, -1.688], [1.528, 3.479, 1.328], [1.551, 2.244, 0.617], [2.015, 4.240, 0.719], [0.517, 3.822, 1.548], [2.118, 3.447, 2.244], [2.378, 2.225, 0.130], [-2.228, -2.332, 0.049], [-1.702, -0.969, 0.045], [-2.543, -2.598, 1.059], [-3.077, -2.496, -0.614], [-1.477, -3.077, -0.215], [-2.483, -0.416, -0.023], [-1.775, 1.269, 2.943], [-0.681, 0.596, 2.393], [-1.905, 0.910, 3.964], [-1.622, 2.347, 2.915], [-2.766, 1.090, 2.524], [-0.103, 0.346, 3.118]]
}

Entry 4:
{
  "formula": "C24H56N7O11P",
  "method": "ωB97M-V with the def2-TZVPD basis set",
  "smiles": "CC(=O)NCCCCOP(=O)(O)O.CN(C)C=O.CN(C)C=O.CN(C)C=O.CN(C)C=O.CN(C)C=O.CN(C)C=O",
  "e_homo_ev": -8.9,
  "homo_lumo_gap_ha": 0.3467,
  "e_lumo_ev": 0.49,
  "species": ["C", "C", "O", "N", "C", "C", "C", "C", "O", "P", "O", "O", "O", "H", "H", "H", "H", "H", "H", "H", "H", "H", "H", "H", "H", "H", "H", "C", "O", "N", "C", "C", "H", "H", "H", "H", "H", "H", "H", "C", "O", "N", "C", "C", "H", "H", "H", "H", "H", "H", "H", "C", "O", "N", "C", "C", "H", "H", "H", "H", "H", "H", "H", "C", "O", "N", "C", "C", "H", "H", "H", "H", "H", "H", "H", "C", "O", "N", "C", "C", "H", "H", "H", "H", "H", "H", "H", "C", "O", "N", "C", "C", "H", "H", "H", "H", "H", "H", "H"],
  "xyz": [[-3.584, 0.345, -1.887], [-2.567, -0.221, -0.926], [-2.624, -1.377, -0.530], [-1.597, 0.648, -0.468], [-0.849, 1.516, -1.403], [0.562, 1.728, -0.877], [0.643, 2.278, 0.542], [-0.074, 3.598, 0.711], [0.511, 4.273, 1.849], [0.045, 5.666, 2.372], [0.964, 6.303, 3.300], [-0.222, 6.606, 1.100], [-1.435, 5.428, 2.945], [-4.050, -0.463, -2.442], [-4.355, 0.849, -1.303], [-3.148, 1.068, -2.573], [-0.959, 0.095, 0.096], [-1.369, 2.475, -1.479], [-0.797, 1.069, -2.397], [1.074, 0.762, -0.894], [1.111, 2.372, -1.566], [0.249, 1.562, 1.267], [1.696, 2.437, 0.784], [0.067, 4.224, -0.176], [-1.144, 3.475, 0.895], [-0.997, 6.366, 0.583], [-1.717, 6.230, 3.398], [3.891, 1.831, 2.344], [3.777, 2.158, 1.175], [5.026, 1.355, 2.883], [5.099, 0.914, 4.258], [6.193, 1.238, 2.031], [3.050, 1.876, 3.054], [5.855, 1.469, 4.819], [5.337, -0.151, 4.297], [4.132, 1.062, 4.734], [6.487, 2.212, 1.638], [5.985, 0.588, 1.180], [7.012, 0.821, 2.614], [3.151, 5.961, -2.744], [2.594, 4.886, -2.630], [3.042, 6.968, -1.854], [3.693, 8.243, -2.040], [2.227, 6.736, -0.674], [3.793, 6.209, -3.606], [4.389, 8.454, -1.225], [2.964, 9.055, -2.087], [4.252, 8.227, -2.975], [2.630, 5.909, -0.087], [1.212, 6.475, -0.966], [2.205, 7.634, -0.062], [1.538, -2.470, -2.970], [1.143, -1.337, -3.183], [0.816, -3.418, -2.345], [1.318, -4.747, -2.098], [-0.529, -3.069, -1.917], [2.541, -2.814, -3.274], [0.691, -5.497, -2.584], [1.339, -4.964, -1.026], [2.333, -4.830, -2.488], [-1.140, -2.796, -2.775], [-0.499, -2.223, -1.235], [-0.986, -3.923, -1.426], [-3.651, -5.306, -3.543], [-2.478, -5.220, -3.222], [-4.662, -4.711, -2.884], [-6.038, -4.839, -3.308], [-4.350, -3.912, -1.709], [-3.984, -5.885, -4.421], [-6.467, -3.863, -3.547], [-6.648, -5.298, -2.527], [-6.085, -5.465, -4.197], [-3.673, -3.095, -1.949], [-3.860, -4.526, -0.950], [-5.271, -3.501, -1.301], [3.954, -2.486, 1.668], [3.447, -1.802, 2.536], [3.396, -3.604, 1.160], [4.037, -4.382, 0.125], [2.104, -4.022, 1.676], [4.924, -2.239, 1.206], [3.419, -4.430, -0.774], [4.233, -5.402, 0.462], [4.987, -3.917, -0.137], [1.354, -3.247, 1.514], [2.159, -4.214, 2.748], [1.801, -4.931, 1.161], [-6.623, -1.697, 2.085], [-6.838, -1.727, 0.887], [-5.515, -2.194, 2.669], [-5.306, -2.146, 4.097], [-4.508, -2.794, 1.808], [-7.333, -1.255, 2.804], [-4.407, -1.577, 4.345], [-5.202, -3.150, 4.514], [-6.160, -1.663, 4.570], [-4.126, -2.070, 1.090], [-4.939, -3.626, 1.252], [-3.683, -3.156, 2.418]]
}